# C14H24N2S

An isolated molecule of C14H24N2S at a distorted geometry (the ωB97M-V functional and the def2-TZVPD basis, the OMol25 dataset).

**Energy relative to the best compared isomer or geometry (same formula, charge and spin)**: 110.15 kcal per mole
**Gap between HOMO and LUMO**: 8.8 eV
**SMILES string**: CCCCCCCCc1nccnc1SCC

Element x y z (Å)
C: 2.2065 -3.9152 0.7375
C: 2.7433 -2.6829 1.3217
C: 2.1388 -2.3676 2.7509
C: 0.7072 -2.0439 2.7854
C: 0.1284 -0.6148 2.4499
C: 0.7632 0.0513 1.3104
C: 0.0884 1.4205 1.1653
C: 0.5560 2.4468 -0.0492
C: 0.3179 1.7781 -1.3926
C: 0.8384 0.3621 -3.1549
C: -0.3571 0.7135 -3.8123
C: -1.0630 1.9905 -1.9171
C: -3.4790 3.2674 -2.2052
C: -4.2813 1.9085 -2.0710
H: 1.1528 -3.8424 0.3370
H: 2.0716 -4.5913 1.7324
H: 2.9277 -4.3297 -0.1628
H: 3.8331 -2.7618 1.3991
H: 2.3673 -1.9367 0.6199
H: 2.3111 -3.3094 3.1767
H: 2.8851 -1.7474 3.4588
H: 0.2674 -2.9924 2.1332
H: 0.3803 -2.3072 3.8162
H: 0.0927 -0.0200 3.3665
H: -1.0284 -0.8819 2.1555
H: 0.4909 -0.5584 0.4364
H: 1.8863 0.1264 1.4213
H: -0.9619 1.0831 0.9530
H: 0.2255 2.0495 2.1917
H: -0.0602 3.4199 0.1003
H: 1.6743 2.7339 0.1213
H: 1.4134 -0.3483 -3.7383
H: -0.6547 0.2558 -4.6671
H: -3.2885 3.5262 -3.2052
H: -4.0266 4.1264 -1.3987
H: -3.7158 1.1244 -2.5163
H: -5.3174 1.8851 -2.5295
H: -4.0988 1.5223 -0.9498
N: 1.2316 0.9529 -2.0195
N: -1.2633 1.5239 -3.1590
S: -2.1031 2.9829 -0.9920